Entry 1:
This record from OMol25 describes 3 unconnected molecules or ions with the total composition C16H25BO11Si. The level of theory is wB97M-V/def2-TZVPD.

Output
**Structure (SMILES)**: COB(O)C1=C([Si](C)(C)C)C(=O)OC1=O.C[C@@H]1COC(=O)O1.C[C@@H]1COC(=O)O1
**Orbital gap**: 8.9 eV
**Net charge**: 0
**E**: -48075.235 eV
**LUMO level**: -1.6 eV

```
54
C16H25BO11Si wB97M-V/def2-TZVPD
C 4.043 0.456 3.178
O 4.002 0.303 1.730
B 2.679 0.446 1.197
O 2.127 -0.691 0.462
C 1.744 1.769 1.287
C 0.356 1.889 1.625
Si -0.864 0.502 2.141
C -2.559 1.243 2.708
C -0.117 -0.337 3.727
C -1.219 -0.807 0.793
C 0.067 3.477 1.501
O -1.016 4.088 1.619
O 1.284 4.192 1.210
C 2.321 3.224 0.978
O 3.501 3.419 0.608
H 4.558 1.471 3.387
H 4.768 -0.335 3.596
H 3.016 0.377 3.668
H 2.204 -0.403 -0.487
H -2.370 2.190 3.342
H -3.279 1.439 1.846
H -3.012 0.463 3.433
H 0.986 -0.527 3.478
H -0.156 0.470 4.539
H -0.686 -1.285 4.005
H -2.341 -0.796 0.546
H -0.540 -0.767 -0.121
H -1.028 -1.839 1.285
C 3.647 3.713 -3.685
C 2.475 2.760 -3.766
C 2.467 1.713 -2.692
O 1.737 0.656 -3.307
C 1.931 0.783 -4.652
O 1.615 -0.039 -5.462
O 2.537 1.968 -4.950
H 3.684 4.347 -4.574
H 3.573 4.350 -2.801
H 4.595 3.171 -3.647
H 1.535 3.323 -3.789
H 1.968 2.050 -1.781
H 3.464 1.340 -2.437
C -4.241 -3.478 -2.292
C -3.900 -4.388 -1.132
C -5.031 -4.591 -0.166
O -4.342 -4.893 1.042
C -3.127 -4.280 0.960
O -2.360 -4.170 1.873
O -2.902 -3.805 -0.298
H -3.343 -3.244 -2.869
H -4.973 -3.945 -2.954
H -4.645 -2.525 -1.941
H -3.511 -5.341 -1.505
H -5.686 -5.414 -0.455
H -5.634 -3.693 -0.004
```


Entry 2:
This record from OMol25 describes 2 unconnected molecules or ions with the total composition C3H11NOS. The level of theory is wB97M-V/def2-TZVPD.

Output
**<S²>**: 0.751
**Orbital gap (spin up / spin down)**: 2.2 / 9.2 eV
**Net charge**: -1
**E**: -17660.050 eV
**Spin multiplicity**: 2
**LUMO level (spin up / spin down)**: 3.3 / 3.5 eV

```
17
C3H11NOS wB97M-V/def2-TZVPD
C -1.141 3.211 1.804
C -1.248 1.849 2.512
S -0.047 1.131 3.607
H -0.144 3.640 1.941
H -2.006 3.765 2.161
H -1.161 3.043 0.731
H -2.073 1.892 3.231
H -1.334 1.019 1.799
H 0.515 2.252 4.078
N 0.586 -3.453 -3.491
C 1.386 -2.814 -2.496
O 0.836 -1.555 -2.156
H -0.405 -3.415 -3.329
H 0.858 -3.133 -4.409
H 1.609 -3.454 -1.642
H 2.398 -2.728 -2.942
H 1.370 -1.251 -1.398
```


Entry 3:
This record from OMol25 describes a single C4H8N2O molecule. The level of theory is wB97M-V/def2-TZVPD.

Output
**Structure (SMILES)**: C[C@H]1NC/C1=N\O
**Orbital gap**: 10.4 eV
**Net charge**: 0
**E**: -9302.759 eV
**LUMO level**: 1.0 eV

```
15
C4H8N2O wB97M-V/def2-TZVPD
C -1.969 -0.507 -0.037
C -0.693 0.068 -0.630
N -0.433 1.449 -0.101
C 0.723 0.962 0.711
C 0.626 -0.351 -0.016
N 1.431 -1.280 -0.314
O 2.638 -1.107 0.366
H -2.818 0.094 -0.376
H -1.947 -0.465 1.058
H -2.124 -1.545 -0.346
H -0.713 -0.002 -1.726
H -0.088 2.036 -0.854
H 0.478 0.909 1.778
H 1.672 1.493 0.594
H 3.189 -1.818 0.016
```


Entry 4:
This record from OMol25 describes 6 unconnected molecules or ions with the total composition H12O6. The level of theory is wB97M-V/def2-TZVPD.

Output
**Structure (SMILES)**: O.O.O.O.O.O
**Orbital gap**: 11.1 eV
**Net charge**: 0
**E**: -12478.626 eV
**LUMO level**: 0.1 eV

```
18
H12O6 wB97M-V/def2-TZVPD
H 0.172 -1.165 -0.283
H -0.309 -1.018 1.056
H 2.945 0.496 2.607
H 4.312 1.136 2.594
H 2.723 -2.218 -1.117
H 4.077 -1.793 -1.410
H -4.296 1.123 -0.380
H -4.456 1.817 -1.669
H 2.321 2.912 -1.018
H 2.658 1.597 -0.615
H -4.877 -1.285 0.132
H -5.425 -1.349 1.417
O -0.630 -0.926 0.211
O 3.764 0.569 2.052
O 3.415 -2.257 -1.791
O -4.022 1.071 -1.316
O 2.454 2.049 -1.355
O -4.826 -0.758 0.884
```